The following is a quantum chemistry calculation of a structure of composition CH4N2P2 at a distorted geometry, from the OMol25 dataset.

The geometry in XYZ format:
```
9
Properties=species:S:1:pos:R:3:forces:R:3:mulliken_charge:R:1
C -0.33872 -0.83994 0.09758 0.447 -1.675 -0.012 0.4312
N 0.01926 -1.98174 0.06353 -0.260 0.803 -0.320 -0.2985
N -3.08148 -1.17781 -0.25452 -0.015 -0.353 0.063 -0.4813
P -0.77546 0.74314 -0.02587 0.068 1.205 0.070 -0.2701
P -2.92998 0.33801 0.06665 -0.243 -0.127 -0.074 0.1110
H 0.20130 -2.67430 0.76381 0.010 -0.068 0.280 0.3014
H -4.02993 -1.53774 -0.21765 -0.121 0.164 -0.003 0.2509
H 2.40068 2.28992 -0.23076 -0.937 -0.841 0.310 0.1997
H 1.81736 1.79803 -0.05054 1.052 0.891 -0.314 -0.2442
```
Forces are in eV/Å.

Values from the calculation:
LUMO energy, eV: -0.46
DFT total energy, a.u.: -832.6164
Molecular weight, g/mol: 106.0
Net charge: 0
Max |F|, eV Å⁻¹: 1.7